Entry 1:
{
  "formula": "C15H13FeN4O5S",
  "method": "the ωB97M-V functional and the def2-TZVPD basis",
  "species": ["Fe", "C", "C", "N", "C", "S", "N", "N", "C", "C", "C", "C", "C", "C", "C", "N", "H", "H", "H", "H", "H", "H", "H", "H", "H", "H", "H", "H", "H", "O", "C", "C", "O", "C", "C", "O", "C", "O", "O"],
  "coordinates": [[0.021, 0.455, 0.765], [-3.600, -4.277, 1.258], [-2.083, -4.404, 1.170], [-1.512, -3.667, 0.064], [-1.216, -2.347, 0.058], [-1.423, -1.421, 1.502], [-0.855, -1.893, -1.140], [-0.518, -0.596, -1.122], [-0.343, 0.026, -2.237], [-0.494, -0.661, -3.558], [-0.006, 1.450, -2.101], [0.203, 2.307, -3.177], [0.495, 3.639, -2.936], [0.580, 4.098, -1.635], [0.367, 3.188, -0.611], [0.076, 1.912, -0.842], [-3.985, -4.848, 2.105], [-3.875, -3.231, 1.393], [-4.076, -4.647, 0.348], [-1.626, -4.041, 2.089], [-1.795, -5.450, 1.051], [-1.435, -4.108, -0.838], [-1.359, -1.323, -3.521], [-0.613, 0.038, -4.383], [0.375, -1.293, -3.757], [0.145, 1.941, -4.191], [0.662, 4.312, -3.768], [0.814, 5.129, -1.408], [0.429, 3.461, 0.437], [4.513, 2.396, 4.388], [3.619, 2.023, 3.668], [2.230, 2.632, 3.570], [1.831, 3.608, 4.178], [1.525, 1.825, 2.575], [2.363, 0.813, 2.070], [1.934, 0.001, 1.163], [3.677, 0.852, 2.701], [4.640, 0.134, 2.508], [0.313, 1.964, 2.160]],
  "nbo_charge": [1.47, -0.62, -0.22, -0.59, 0.32, -0.42, -0.48, -0.29, 0.17, -0.67, 0.19, -0.25, -0.15, -0.27, 0.07, -0.52, 0.20, 0.23, 0.19, 0.23, 0.19, 0.40, 0.24, 0.20, 0.23, 0.21, 0.21, 0.22, 0.25, -0.53, 0.38, 0.36, -0.58, 0.22, 0.22, -0.80, 0.36, -0.57, -0.82],
  "total_charge": -1,
  "e_tot_ev": -77189.502,
  "e_above_lowest_ev": 0.000,
  "multiplicity": 5,
  "homo_lumo_gap_ev": [6.171, 6.143],
  "homo_energy_ev": [-4.103, -4.192],
  "largest_force_ev_per_a": 0.47
}

Entry 2:
{
  "formula": "C24H30BBrF10N3O5PV",
  "method": "the ωB97M-V functional and the def2-TZVPD basis",
  "species": ["C", "P", "C", "N", "N", "C", "C", "C", "C", "N", "C", "C", "C", "C", "C", "C", "C", "C", "C", "C", "C", "C", "C", "C", "F", "F", "C", "F", "F", "F", "H", "H", "H", "H", "H", "H", "H", "H", "H", "H", "H", "H", "H", "H", "H", "H", "H", "H", "H", "H", "H", "H", "H", "H", "H", "H", "Br", "B", "F", "F", "F", "F", "O", "V", "O", "F", "C", "C", "O", "C", "O", "O", "H", "H", "H", "H"],
  "coordinates": [[-2.030, 3.757, -1.441], [-1.471, 3.482, 0.318], [-0.065, 4.650, 0.525], [-0.773, 1.801, 0.233], [0.570, 1.796, 0.436], [1.221, 0.571, 0.385], [0.469, -0.600, 0.107], [1.226, -1.913, 0.041], [1.745, -2.247, -1.384], [2.576, -1.522, -2.002], [-0.947, -0.543, -0.085], [-1.734, -1.790, -0.326], [-2.373, -1.921, -1.736], [-1.425, -1.649, -2.890], [-1.157, -2.707, -3.746], [-0.338, -2.526, -4.845], [0.230, -1.296, -5.135], [-0.005, -0.234, -4.275], [-0.829, -0.430, -3.185], [-1.588, 0.815, -0.017], [-3.073, 0.910, -0.201], [-3.872, 0.122, 0.901], [-5.207, 0.870, 1.233], [-5.199, 1.504, 2.618], [-6.509, 1.628, 3.004], [-4.629, 0.702, 3.541], [-4.593, 2.952, 2.701], [-3.367, 2.944, 3.230], [-4.587, 3.558, 1.504], [-5.362, 3.689, 3.519], [-1.551, 4.644, -1.872], [-3.121, 3.866, -1.454], [-1.815, 2.884, -2.075], [0.566, 4.584, -0.377], [0.586, 4.362, 1.358], [-0.412, 5.683, 0.616], [2.325, 0.542, 0.531], [0.634, -2.714, 0.493], [2.108, -1.783, 0.689], [1.382, -3.185, -1.819], [2.792, -0.715, -1.405], [-1.039, -2.628, -0.229], [-2.512, -1.959, 0.427], [-3.286, -1.328, -1.885], [-2.687, -2.970, -1.837], [-1.603, -3.702, -3.577], [-0.145, -3.355, -5.523], [0.854, -1.131, -6.010], [0.409, 0.764, -4.412], [-1.027, 0.419, -2.519], [-3.481, 1.922, -0.217], [-3.292, 0.483, -1.190], [-3.230, 0.069, 1.789], [-4.169, -0.865, 0.548], [-6.001, 0.113, 1.249], [-5.494, 1.570, 0.442], [-0.176, 0.987, 2.307], [5.034, 1.622, 1.380], [4.025, 2.281, 2.131], [6.054, 2.534, 1.096], [5.542, 0.551, 2.132], [4.466, 1.131, 0.151], [-6.711, 0.383, 7.615], [-5.453, -0.527, 6.942], [-4.196, -1.443, 6.270], [-2.770, -5.033, -4.204], [7.680, -3.321, 1.183], [8.997, -2.580, 1.165], [8.713, -1.453, 0.344], [7.361, -1.236, 0.387], [6.819, -0.286, -0.047], [6.729, -2.277, 1.008], [7.506, -3.848, 2.120], [7.587, -4.028, 0.355], [9.293, -2.230, 2.157], [9.807, -3.172, 0.743]],
  "lowdin_charge": [-0.24, 0.99, -0.27, -0.42, -0.07, -0.12, -0.20, -0.10, -0.20, 0.14, -0.10, -0.10, -0.10, -0.23, -0.04, -0.06, -0.09, -0.10, -0.09, -0.28, -0.11, -0.11, -0.05, -0.42, 0.10, 0.12, -0.53, 0.14, 0.13, 0.16, 0.05, 0.04, 0.04, 0.05, 0.04, 0.05, 0.14, 0.11, 0.13, 0.11, 0.05, 0.11, 0.12, 0.11, 0.13, 0.07, 0.11, 0.10, 0.10, 0.08, 0.06, 0.12, 0.11, 0.11, 0.14, 0.13, 0.89, -1.24, 0.06, 0.10, 0.09, 0.04, -0.66, 0.98, -0.66, -0.76, -0.14, -0.14, 0.05, -0.54, 0.20, 0.06, 0.13, 0.13, 0.13, 0.13],
  "total_charge": -1,
  "e_tot_ev": -172947.328,
  "multiplicity": 1,
  "homo_lumo_gap_ev": 1.544,
  "homo_energy_ev": -5.223,
  "largest_force_ev_per_a": 7.69
}

Entry 3:
{
  "formula": "C27H37ClN7O9SV",
  "method": "the ωB97M-V functional and the def2-TZVPD basis",
  "species": ["V", "O", "C", "O", "C", "O", "C", "C", "O", "O", "H", "H", "H", "H", "H", "O", "C", "C", "N", "O", "H", "H", "H", "H", "H", "C", "C", "C", "C", "N", "C", "S", "N", "H", "H", "H", "H", "H", "O", "N", "C", "C", "C", "C", "C", "O", "C", "C", "C", "C", "C", "C", "Cl", "C", "C", "C", "N", "C", "N", "C", "N", "H", "H", "H", "H", "H", "H", "H", "H", "H", "H", "H", "H", "H", "H", "H", "H", "H", "H", "H", "H", "H", "H"],
  "coordinates": [[0.856, 2.680, -1.196], [1.753, 5.979, -2.730], [1.131, 5.173, -1.846], [1.692, 4.767, -0.864], [-0.332, 4.987, -2.232], [-0.972, 3.850, -1.617], [-1.462, 2.873, -2.540], [-0.534, 2.299, -3.706], [-1.142, 1.774, -4.629], [0.665, 2.474, -3.441], [2.698, 5.882, -2.540], [-0.440, 4.924, -3.312], [-0.804, 5.904, -1.868], [-2.333, 3.224, -3.103], [-2.274, 1.861, -1.406], [2.388, 2.702, -1.799], [4.699, 3.042, -0.023], [3.784, 2.420, 0.998], [4.375, 2.060, 2.189], [2.599, 2.255, 0.821], [5.713, 3.136, 0.369], [4.310, 4.025, -0.278], [4.681, 2.445, -0.932], [5.351, 2.190, 2.367], [3.781, 1.678, 2.905], [-2.584, 2.006, 5.612], [-1.669, 2.986, 4.933], [-1.006, 3.971, 5.652], [-0.190, 4.809, 4.907], [-0.033, 4.706, 3.603], [-0.721, 3.720, 2.964], [-0.568, 3.618, 1.256], [-1.535, 2.856, 3.620], [-2.634, 2.184, 6.686], [-2.235, 0.987, 5.439], [-3.588, 2.079, 5.191], [-1.117, 4.077, 6.723], [0.368, 5.607, 5.393], [-1.666, 0.356, -1.447], [-1.242, 1.616, -1.520], [-0.111, -3.894, -3.093], [0.252, -4.868, -1.958], [-0.962, -5.758, -1.650], [1.358, -5.781, -2.509], [0.733, -4.169, -0.641], [1.320, -5.177, 0.211], [-0.374, -3.504, 0.205], [-1.375, -2.539, -0.444], [-2.321, -1.949, 0.570], [-3.577, -2.514, 0.760], [-4.463, -2.001, 1.695], [-4.083, -0.899, 2.441], [-5.206, -0.258, 3.612], [-2.846, -0.300, 2.267], [-1.970, -0.839, 1.335], [1.955, -3.240, -0.775], [1.777, -1.953, -1.403], [1.522, -0.796, -0.774], [1.614, 0.208, -1.605], [1.932, -0.387, -2.779], [2.076, -1.694, -2.701], [-0.741, -4.418, -3.816], [0.782, -3.555, -3.611], [-0.646, -3.005, -2.772], [-1.248, -6.294, -2.557], [-1.829, -5.189, -1.317], [-0.741, -6.515, -0.891], [0.994, -6.257, -3.423], [1.639, -6.560, -1.802], [2.251, -5.215, -2.774], [0.625, -5.795, 0.457], [0.129, -3.000, 1.037], [-0.952, -4.309, 0.672], [-1.968, -3.080, -1.182], [-0.875, -1.729, -0.975], [-3.872, -3.371, 0.164], [-5.439, -2.443, 1.841], [-2.572, 0.583, 2.831], [-1.013, -0.355, 1.181], [2.767, -3.767, -1.270], [2.289, -3.047, 0.245], [1.316, -0.728, 0.284], [2.087, 0.177, -3.685]],
  "mulliken_spin": [2.07, 0.00, 0.02, 0.01, 0.02, 0.00, 0.14, 0.00, 0.02, 0.02, 0.00, 0.00, 0.00, 0.00, 0.05, -0.21, 0.00, 0.01, 0.00, 0.00, 0.00, 0.00, 0.00, 0.00, 0.00, 0.00, 0.00, 0.00, 0.00, 0.00, 0.00, 0.02, 0.00, 0.00, 0.00, 0.00, 0.00, 0.00, 0.62, 0.15, 0.00, 0.00, 0.00, 0.00, 0.00, 0.00, 0.00, -0.02, 0.01, 0.00, 0.00, 0.00, 0.00, 0.01, -0.01, 0.00, 0.00, 0.01, 0.01, 0.03, 0.00, 0.00, 0.00, 0.00, 0.00, 0.00, 0.00, 0.00, 0.00, 0.00, 0.00, 0.00, 0.00, 0.00, 0.01, 0.00, 0.00, 0.00, 0.01, 0.00, 0.00, -0.01, 0.00],
  "total_charge": -1,
  "e_tot_ev": -106499.541,
  "e_above_lowest_ev": 2.540,
  "multiplicity": 4,
  "homo_lumo_gap_ev": [6.100, 5.278],
  "homo_energy_ev": [-3.832, -4.168],
  "largest_force_ev_per_a": 4.14
}

Entry 4:
{
  "formula": "C19H21NO3",
  "method": "the ωB97M-V functional and the def2-TZVPD basis",
  "species": ["C", "O", "C", "C", "C", "C", "C", "N", "C", "C", "O", "C", "C", "C", "C", "C", "C", "C", "C", "C", "C", "O", "C", "H", "H", "H", "H", "H", "H", "H", "H", "H", "H", "H", "H", "H", "H", "H", "H", "H", "H", "H", "H", "H"],
  "coordinates": [[-3.983, 0.314, 2.986], [-3.415, -0.976, 2.836], [-2.402, -1.093, 1.915], [-1.202, -1.648, 2.350], [-0.135, -1.803, 1.490], [-0.237, -1.392, 0.163], [0.911, -1.480, -0.719], [0.881, -1.036, -1.903], [2.082, -0.967, -2.665], [2.746, 0.443, -2.498], [2.082, 1.434, -3.236], [0.845, 1.812, -2.665], [1.038, 2.471, -1.300], [1.967, 1.660, -0.440], [1.998, 1.842, 0.937], [2.891, 1.141, 1.724], [3.784, 0.260, 1.137], [3.756, 0.066, -0.231], [2.845, 0.752, -1.025], [-1.448, -0.868, -0.285], [-2.532, -0.731, 0.564], [-3.707, -0.216, 0.046], [-4.783, -1.136, 0.018], [-4.327, 0.731, 2.038], [-4.826, 0.190, 3.663], [-3.254, 0.999, 3.432], [-1.129, -1.944, 3.385], [0.792, -2.223, 1.852], [1.816, -1.925, -0.279], [1.833, -1.096, -3.721], [2.824, -1.720, -2.358], [3.746, 0.384, -2.946], [0.204, 0.928, -2.559], [0.397, 2.509, -3.377], [1.478, 3.465, -1.434], [0.072, 2.591, -0.807], [1.307, 2.539, 1.390], [2.897, 1.286, 2.794], [4.497, -0.278, 1.744], [4.447, -0.625, -0.694], [-1.548, -0.573, -1.318], [-5.645, -0.580, -0.345], [-4.998, -1.546, 1.009], [-4.565, -1.962, -0.668]],
  "nbo_charge": [-0.25, -0.52, 0.24, -0.25, -0.17, -0.12, 0.14, -0.44, -0.26, 0.08, -0.52, -0.08, -0.46, 0.00, -0.19, -0.21, -0.22, -0.20, -0.06, -0.22, 0.29, -0.54, -0.25, 0.19, 0.19, 0.17, 0.23, 0.21, 0.16, 0.21, 0.17, 0.20, 0.20, 0.19, 0.22, 0.22, 0.21, 0.21, 0.21, 0.21, 0.24, 0.19, 0.18, 0.18],
  "smiles": "COc1ccc(/C=N/C[C@H]2OCCc3ccccc32)cc1OC",
  "e_tot_ev": -27675.008,
  "e_above_lowest_ev": 2.755,
  "multiplicity": 1,
  "homo_lumo_gap_ev": 9.016,
  "homo_energy_ev": -8.450,
  "largest_force_ev_per_a": 0.83
}